1.
Formula: C4H6NS
Source: the Open Molecules 2025 dataset
Level of theory: ωB97M-V/def2-TZVPD

Output
Total charge   +1
2S+1   1
Molecular weight   100.2 u
LUMO energy   -5.045 eV
HOMO level   -13.3 eV
ΔE to the lowest compared entry with this formula, charge and spin   33.98 kcal/mol
Frontier orbital gap   8.26 eV
SMILES   CC#[N+]/C=C\S

Geometry as XYZ:
```
12
Properties=species:S:1:pos:R:3:forces:R:3
C -2.399 -0.623 -0.295 -0.137 -4.116 1.378
C -1.112 -0.122 -0.219 7.428 1.924 1.852
N -0.013 0.252 0.083 -7.662 -3.699 -2.574
C 1.026 0.855 0.598 0.948 3.740 1.542
C 2.315 0.668 0.289 -0.421 -0.239 0.130
S 2.940 -0.581 -0.723 2.804 1.855 0.313
H -2.594 -1.554 0.376 0.654 1.666 -0.749
H -2.705 -0.933 -1.235 -0.326 -0.389 -2.138
H -2.993 0.141 -0.008 -2.393 2.508 1.121
H 0.676 1.795 1.128 0.861 -1.288 -0.311
H 2.927 1.436 0.772 0.517 -0.656 -0.564
H 1.931 -1.336 -0.767 -2.274 -1.307 -0.001
```
Positions in Å, forces in eV/Å.

=====

2.
Formula: C4H6NS
Source: the Open Molecules 2025 dataset
Level of theory: ωB97M-V/def2-TZVPD

Output
Total charge   +1
2S+1   1
Molecular weight   100.2 u
LUMO energy   -6.272 eV
HOMO level   -13.5 eV
ΔE to the lowest compared entry with this formula, charge and spin   56.95 kcal/mol
Frontier orbital gap   7.21 eV

Geometry as XYZ:
```
12
Properties=species:S:1:pos:R:3:forces:R:3
C 0.591 1.302 0.064 -1.755 -1.715 -1.263
C -0.506 1.344 -0.760 -0.418 -0.544 -0.532
C 0.218 -1.064 0.388 3.108 -2.875 1.051
C -1.192 -1.267 -0.375 3.611 3.525 1.153
N 1.090 0.243 0.786 -3.376 0.245 -2.188
S -1.774 0.072 -1.108 1.483 -0.024 0.825
H 1.129 2.190 0.054 1.081 1.597 0.418
H -0.700 2.216 -1.404 0.034 -0.497 0.573
H 0.225 -1.745 1.299 -0.424 1.007 -0.888
H 1.064 -1.647 -0.222 -2.182 1.207 0.630
H -1.501 -2.286 -0.418 -0.808 -0.405 -0.026
H 1.356 0.642 1.695 -0.355 -1.520 0.246
```
Positions in Å, forces in eV/Å.

=====

3.
Formula: C4H6NS
Source: the Open Molecules 2025 dataset
Level of theory: ωB97M-V/def2-TZVPD

Output
Total charge   +1
2S+1   3
Molecular weight   100.2 u
LUMO energy (spin up / spin down)   -6.005 / -7.806 eV
⟨S²⟩   2.018
HOMO level (spin up / spin down)   -12.8 / -13.8 eV
ΔE to the lowest compared entry with this formula, charge and spin   125.16 kcal/mol
Frontier orbital gap (spin up / spin down)   6.79 / 6.02 eV

Geometry as XYZ:
```
12
Properties=species:S:1:pos:R:3:forces:R:3
C 0.280 1.497 -0.026 -1.476 -0.206 0.759
C 1.110 2.356 -0.746 0.946 -0.614 0.360
C -1.164 -1.438 0.899 0.277 -1.960 1.441
C -0.106 -1.880 -0.273 -1.823 -1.758 -0.361
N -0.747 -0.646 -0.152 1.930 1.897 1.908
S 0.075 2.974 0.637 -0.368 -0.287 0.937
H 2.134 2.173 -0.645 1.726 0.150 0.534
H 0.869 2.804 -1.623 -0.953 0.984 -2.763
H -2.206 -1.746 1.153 0.687 0.334 -1.067
H -0.582 -1.428 1.930 -0.686 0.436 -2.207
H 0.734 -2.506 0.161 -0.334 1.925 -0.452
H -0.396 -2.160 -1.314 0.074 -0.901 0.912
```
Positions in Å, forces in eV/Å.

=====

4.
Formula: C4H6O
Source: the Open Molecules 2025 dataset
Level of theory: ωB97M-V/def2-TZVPD

Output
Total charge   0
2S+1   1
Molecular weight   70.1 u
LUMO energy   0.375 eV
HOMO level   -9.9 eV
ΔE to the lowest compared entry with this formula, charge and spin   17.88 kcal/mol
Frontier orbital gap   10.30 eV
SMILES   C=C(C)C=O

Geometry as XYZ:
```
11
Properties=species:S:1:pos:R:3:forces:R:3
C -0.010 1.498 -0.027 -1.192 1.368 0.472
C -0.043 0.184 -0.133 -1.433 -0.483 0.273
C 1.145 -0.716 -0.139 -0.046 -2.153 0.920
C -1.392 -0.484 0.080 -1.666 -0.487 -0.705
O -2.516 -0.070 -0.217 2.587 -0.299 0.646
H -0.984 2.058 0.189 1.604 -0.746 -0.558
H 0.935 2.041 -0.028 -0.289 0.026 -0.099
H 0.946 -1.744 -0.684 0.497 2.230 0.666
H 2.044 -0.165 -0.547 -0.842 -1.006 0.783
H 1.202 -1.069 0.992 0.669 0.782 -2.203
H -1.327 -1.533 0.514 0.111 0.768 -0.194
```
Positions in Å, forces in eV/Å.